1.
Computed, not measured: a structure of composition C37H45N9STi at a distorted geometry, with ωB97M-V/def2-TZVPD.

Structure (XYZ):
```
93
Properties=species:S:1:pos:R:3
Ti -0.120 -0.598 -0.638
C 0.534 -2.616 -2.650
N -0.588 -1.684 -2.441
C -1.770 -2.440 -2.013
C -1.444 -3.115 -0.714
C -1.812 -4.417 -0.430
C -1.460 -4.984 0.789
C -0.735 -4.197 1.678
C -0.400 -2.909 1.323
N -0.738 -2.341 0.144
C -0.878 -0.976 -3.687
C 0.207 0.016 -4.034
C 0.246 0.581 -5.303
C 1.258 1.475 -5.609
C 2.189 1.772 -4.624
C 2.050 1.181 -3.378
N 1.077 0.323 -3.070
C 1.607 -2.551 -1.590
C 2.551 -3.559 -1.512
C 3.638 -3.425 -0.654
C 3.776 -2.222 0.032
C 2.787 -1.269 -0.085
N 1.672 -1.435 -0.832
H 0.174 -3.649 -2.746
H 1.033 -2.366 -3.593
H -2.602 -1.741 -1.863
H -2.080 -3.177 -2.768
H -2.367 -4.987 -1.158
H -1.740 -5.995 1.033
H -0.439 -4.588 2.640
H 0.145 -2.288 2.023
H -1.005 -1.691 -4.515
H -1.825 -0.436 -3.587
H -0.497 0.314 -6.040
H 1.314 1.927 -6.587
H 3.000 2.453 -4.824
H 2.761 1.408 -2.595
H 2.444 -4.439 -2.127
H 4.365 -4.213 -0.556
H 4.643 -2.032 0.643
H 2.906 -0.310 0.413
N -1.450 1.829 -2.496
C -2.336 1.267 -1.654
N -2.021 0.415 -0.701
C -3.150 0.078 0.044
C -3.181 -0.683 1.213
C -4.382 -0.857 1.874
C -5.558 -0.289 1.391
C -5.554 0.466 0.233
C -4.348 0.650 -0.420
S -4.042 1.639 -1.830
H -0.476 1.909 -2.176
H -1.798 2.537 -3.124
H -2.261 -1.098 1.599
H -4.407 -1.437 2.784
H -6.481 -0.427 1.930
H -6.460 0.913 -0.149
N 0.732 1.950 -0.720
C 1.412 3.189 -0.555
C 0.668 4.363 -0.567
C 1.302 5.581 -0.414
C 2.675 5.634 -0.233
C 3.416 4.464 -0.220
C 2.787 3.241 -0.375
H 1.365 1.152 -0.617
H -0.029 1.877 -0.050
H -0.404 4.312 -0.696
H 0.720 6.488 -0.432
H 3.165 6.585 -0.102
H 4.486 4.498 -0.083
H 3.360 2.322 -0.351
C 1.945 -1.247 4.095
C 2.004 0.233 3.720
N 0.705 0.874 3.556
C 0.168 1.550 4.732
C -0.900 0.724 5.451
C 0.039 0.855 2.390
C -1.116 1.799 2.218
N 0.380 0.099 1.382
H 2.887 -1.553 4.539
H 1.777 -1.888 3.233
H 1.158 -1.427 4.821
H 2.598 0.375 2.811
H 2.516 0.776 4.516
H -0.231 2.526 4.450
H 0.996 1.728 5.419
H -1.675 0.378 4.769
H -1.369 1.339 6.213
H -0.465 -0.143 5.945
H -0.749 2.828 2.186
H -1.829 1.715 3.033
H -1.640 1.579 1.291
H 1.175 -0.486 1.634
```

Results
- charge = +2
- LUMO level (alpha / beta) (Eh) = -0.177 / -0.187
- relative energy (zero: lowest compared OMol25 entry of this formula, charge and spin) (eV) = 1.996
- ⟨S²⟩ = 2.013
- spin multiplicity = 3
- HOMO (alpha / beta) (eV) = -11.2440 / -13.0554
- E_tot (eV) = -86451.7257

2.
Computed, not measured: a cluster of 6 separate species, C12H38N4O9 in total at a distorted geometry, with ωB97M-V/def2-TZVPD.

Structure (XYZ):
```
63
Properties=species:S:1:pos:R:3
N 9.187 4.106 7.382
H 9.808 4.063 8.221
H 9.806 3.864 6.573
H 8.793 5.068 7.265
H 8.465 3.368 7.471
N 11.370 3.258 10.627
O 12.498 3.634 10.228
O 10.386 3.273 9.807
O 11.204 2.892 11.772
C 5.619 4.312 9.936
C 6.645 3.430 10.594
O 7.525 2.893 9.655
O 6.081 5.662 9.736
H 4.689 4.251 10.505
H 5.449 3.888 8.942
H 6.098 2.623 11.114
H 7.169 3.965 11.392
H 8.441 3.036 9.964
H 5.705 6.216 10.428
C 12.651 4.902 6.053
C 11.694 4.744 4.938
O 10.984 3.495 5.072
O 11.936 5.368 7.176
H 13.403 5.667 5.817
H 13.167 3.962 6.268
H 12.267 4.718 4.004
H 11.013 5.599 4.905
H 10.626 3.245 4.215
H 12.357 5.045 8.023
C 8.465 7.925 5.481
C 7.516 7.483 6.583
C 6.437 6.528 6.170
O 7.027 5.375 5.593
C 6.056 4.418 5.310
N 8.254 6.908 7.732
H 9.387 8.345 5.888
H 7.983 8.592 4.774
H 8.827 7.037 4.941
H 6.990 8.387 6.953
H 5.798 7.008 5.411
H 5.845 6.246 7.049
H 6.534 3.552 4.862
H 5.331 4.804 4.577
H 5.521 4.118 6.218
H 7.630 6.604 8.476
H 8.905 7.579 8.124
C 8.874 -0.091 5.296
C 7.727 0.868 5.570
C 6.410 0.117 5.382
O 5.388 0.989 5.693
C 4.160 0.371 5.622
N 7.874 1.468 6.949
H 9.846 0.388 5.433
H 8.841 -0.499 4.284
H 8.869 -0.918 6.016
H 7.753 1.662 4.807
H 6.367 -0.756 6.052
H 6.332 -0.216 4.337
H 4.042 -0.245 4.721
H 3.354 1.098 5.669
H 4.004 -0.315 6.477
H 6.924 1.677 7.278
H 8.222 0.756 7.591
```

Results
- LUMO level (Eh) = 0.014
- relative energy (zero: lowest compared OMol25 entry of this formula, charge and spin) (eV) = 5.796
- HOMO (eV) = -8.0799
- E_tot (eV) = -37443.8379

3.
Computed, not measured: a cluster of 2 separate species, C5H10BNO3 in total at a distorted geometry, with ωB97M-V/def2-TZVPD.

Structure (XYZ):
```
20
Properties=species:S:1:pos:R:3
C 0.024 2.508 -1.468
C -0.347 1.066 -1.546
N -0.626 0.553 -2.712
O -1.083 -0.740 -2.452
C -1.167 -0.891 -1.127
C -0.705 0.199 -0.420
B -0.841 0.517 1.067
O -1.992 0.905 1.647
O 0.265 0.409 1.898
H -0.561 3.103 -0.689
H -0.199 2.967 -2.470
H 1.105 2.394 -1.141
H -1.480 -1.810 -0.815
H -2.663 1.112 0.914
H 0.007 0.495 2.789
C 2.032 -2.553 1.292
H 1.168 -1.774 1.319
H 2.795 -2.262 1.950
H 2.435 -2.656 0.301
H 1.833 -3.543 1.664
```

Results
- LUMO level (Eh) = 0.012
- relative energy (zero: lowest compared OMol25 entry of this formula, charge and spin) (eV) = 1.106
- SMILES = Cc1nocc1B(O)O.C
- HOMO (eV) = -9.9395
- E_tot (eV) = -13656.9884

4.
Computed, not measured: a structure of composition C40H60CaF3O29 at a distorted geometry, with ωB97M-V/def2-TZVPD.

Structure (XYZ):
```
133
Properties=species:S:1:pos:R:3
Ca -1.297 1.081 3.388
C -1.444 0.336 0.471
O -0.237 0.160 1.280
O -2.414 0.758 1.355
C -1.191 1.306 -0.724
F -0.551 2.399 -0.316
F -0.463 0.631 -1.615
F -2.374 1.614 -1.292
C 0.773 -0.719 0.725
C 2.076 -0.427 1.424
H 1.870 -0.513 2.493
H 2.750 -1.231 1.116
H 2.451 0.554 1.148
H 0.963 -0.423 -0.310
H 0.414 -1.748 0.698
H -1.712 -0.605 -0.022
C 1.945 -0.444 -3.392
C 2.274 1.032 -3.536
C 1.106 2.006 -3.889
O 1.102 2.961 -2.862
C 2.059 2.676 -1.911
O 2.236 3.325 -0.927
O 2.715 1.592 -2.294
H 1.462 -0.701 -2.451
H 2.873 -1.025 -3.338
H 1.436 -0.910 -4.234
H 3.110 1.203 -4.214
H 0.140 1.496 -3.885
H 1.238 2.373 -4.908
C 3.073 -4.794 0.785
C 1.951 -5.648 0.207
C 1.822 -5.531 -1.340
O 2.190 -6.800 -1.849
C 2.225 -7.700 -0.838
O 2.451 -8.849 -0.989
O 2.113 -7.056 0.351
H 3.119 -4.894 1.868
H 2.629 -3.807 0.613
H 3.959 -5.011 0.194
H 1.004 -5.393 0.686
H 2.483 -4.764 -1.733
H 0.764 -5.301 -1.459
C -2.561 4.678 -1.002
C -1.772 5.081 -2.242
C -1.795 4.172 -3.442
O -2.760 4.802 -4.318
C -2.934 6.084 -3.949
O -3.537 6.896 -4.578
O -2.340 6.292 -2.779
H -1.868 4.457 -0.188
H -3.225 3.816 -1.066
H -3.219 5.426 -0.557
H -0.743 5.351 -2.011
H -2.208 3.176 -3.321
H -0.872 4.210 -4.019
C -4.895 -3.441 -1.814
C -3.775 -2.591 -1.270
C -3.069 -3.221 -0.105
O -1.691 -3.125 -0.345
C -1.530 -2.840 -1.697
O -0.465 -2.785 -2.203
O -2.712 -2.492 -2.247
H -5.219 -3.252 -2.843
H -5.869 -3.169 -1.382
H -4.863 -4.525 -1.703
H -4.198 -1.589 -1.187
H -3.384 -4.265 -0.134
H -3.422 -2.718 0.794
C 4.533 -1.053 6.543
C 3.071 -1.146 6.093
C 1.970 -0.931 7.146
O 0.984 -0.207 6.351
C 1.579 0.341 5.332
O 0.998 0.803 4.361
O 2.865 0.007 5.292
H 5.190 -0.897 5.695
H 4.839 -1.943 7.092
H 4.682 -0.210 7.219
H 2.862 -2.079 5.560
H 2.392 -0.402 8.005
H 1.495 -1.792 7.609
C -5.764 -0.574 0.931
C -6.033 0.903 0.838
C -5.403 1.532 -0.429
O -6.439 2.366 -0.871
C -7.651 2.028 -0.358
O -8.649 2.564 -0.685
O -7.456 1.109 0.596
H -4.740 -0.773 1.261
H -5.838 -1.139 0.003
H -6.406 -1.065 1.664
H -5.926 1.491 1.747
H -5.249 0.823 -1.248
H -4.452 1.984 -0.151
C -4.541 1.973 -4.241
C -3.897 0.595 -4.080
C -4.245 -0.370 -5.221
O -3.049 -1.106 -5.397
C -2.027 -0.319 -5.048
O -0.878 -0.515 -5.282
O -2.491 0.772 -4.427
H -4.107 2.617 -3.476
H -5.626 2.079 -4.202
H -4.311 2.507 -5.166
H -4.030 0.214 -3.069
H -4.495 0.267 -6.072
H -5.022 -1.103 -5.018
C 5.688 -1.122 2.937
C 5.746 -2.586 2.474
C 7.114 -3.146 2.200
O 7.051 -4.462 2.746
C 6.068 -4.519 3.647
O 5.859 -5.361 4.456
O 5.240 -3.426 3.505
H 6.273 -0.903 3.824
H 4.600 -1.055 3.045
H 5.880 -0.391 2.151
H 5.092 -2.706 1.605
H 7.872 -2.483 2.622
H 7.311 -3.164 1.129
C 4.214 4.179 1.608
C 2.894 4.630 2.210
C 1.918 5.499 1.389
O 0.664 4.855 1.763
C 0.868 3.663 2.272
O -0.002 2.840 2.484
O 2.143 3.405 2.480
H 4.035 3.467 0.801
H 4.881 3.667 2.299
H 4.726 5.049 1.195
H 2.991 5.042 3.216
H 2.148 5.556 0.329
H 1.828 6.479 1.849
```

Results
- charge = +1
- LUMO level (Eh) = -0.149
- relative energy (zero: lowest compared OMol25 entry of this formula, charge and spin) (eV) = 1.310
- HOMO (eV) = -12.1109
- E_tot (eV) = -128419.6669

5.
Computed, not measured: a structure of composition C3H8FN at a distorted geometry, with ωB97M-V/def2-TZVPD.

Structure (XYZ):
```
13
Properties=species:S:1:pos:R:3
C -1.199 2.052 -0.433
C -0.013 0.094 0.514
C 0.164 -1.485 0.185
H -1.289 2.715 -1.312
H -2.292 1.665 -0.029
H -1.145 2.741 0.643
H 0.405 1.106 -0.916
H 1.245 0.363 1.113
H -0.853 0.176 1.281
H -0.370 -1.561 -0.986
H -0.370 -2.109 1.089
N -0.538 0.805 -0.705
F 1.635 -1.633 0.272
```

Results
- LUMO level (Eh) = 0.039
- relative energy (zero: lowest compared OMol25 entry of this formula, charge and spin) (eV) = 4.332
- HOMO (eV) = -9.5990
- E_tot (eV) = -7443.8525